This record from the Open Molecules 2025 dataset describes a structure of composition C41H45N10OPRbSi in a non-equilibrium geometry. The level of theory is ωB97M-V with the def2-TZVPD basis set.

Structure (XYZ):
```
100
Properties=species:S:1:pos:R:3:forces:R:3
Rb 10.90213 12.21261 15.93205 -0.2 0.1 0.3
C 6.65982 16.56903 18.00829 -0.9 -2.0 1.8
N 7.58676 16.14601 17.04544 0.5 0.3 -1.2
C 7.31994 16.07477 15.68365 -0.7 0.4 1.3
C 8.32365 15.32408 15.15598 1.4 0.0 0.0
N 9.23042 15.02835 16.17432 -0.1 -0.9 -1.7
C 8.72392 15.47743 17.27714 0.8 0.0 0.2
P 9.35368 15.01584 18.91475 -1.2 0.0 0.4
C 11.15330 15.10657 18.84074 0.3 -0.6 -0.3
N 11.96209 14.54014 17.96010 0.3 0.3 0.1
C 13.23982 14.80531 18.36606 -1.3 1.4 1.9
C 13.19009 15.55527 19.55836 0.3 -0.4 -0.9
N 11.85439 15.73584 19.85532 1.4 -0.7 -1.6
C 11.30235 16.23338 21.05852 0.1 -2.8 2.5
C 8.78402 13.25502 18.77263 -0.2 0.8 -1.4
N 7.83301 12.82903 17.92472 0.2 0.7 0.2
C 7.60223 11.52063 18.22898 1.0 -0.2 1.4
C 8.43145 11.12198 19.27500 0.3 1.3 -0.8
N 9.18641 12.29158 19.57037 -0.3 -3.1 1.5
C 10.18340 12.31435 20.64442 -0.1 -1.6 -0.8
H 7.15316 16.86529 18.93645 0.0 0.4 -0.3
H 6.10285 15.62375 18.30040 -0.1 1.3 -0.2
H 6.01737 17.31219 17.59501 -0.5 0.6 0.0
H 6.39890 16.60434 15.43097 0.5 -0.5 -0.7
H 8.55256 14.96734 14.14349 -0.4 0.4 0.6
H 14.10965 14.50985 17.83456 0.4 -0.3 -0.3
H 14.01711 15.96259 20.16415 -0.8 -0.3 -0.3
H 12.00208 16.27026 21.91102 0.3 0.1 -0.8
H 10.58788 15.45806 21.42392 0.1 0.8 -0.3
H 10.83822 17.14816 20.99728 -1.2 2.1 -0.5
H 6.86123 10.92274 17.72821 0.0 0.0 -0.2
H 8.66197 10.13894 19.70668 -0.1 0.8 -0.2
H 10.16097 11.31595 21.12905 0.4 0.5 -0.7
H 9.89814 12.94911 21.42958 -0.4 1.5 0.9
H 11.16655 12.51058 20.22419 0.1 -0.1 0.2
O 8.44793 14.15465 11.30899 -0.4 0.3 -1.0
C 9.35467 15.21544 11.26629 -0.8 2.0 -1.1
C 10.72744 14.94926 10.69229 0.2 0.1 1.0
C 11.76161 14.57631 11.76170 0.4 0.2 -0.3
C 12.12953 15.76088 12.63672 -0.3 -1.2 0.6
C 13.18950 16.57936 12.27846 -0.1 1.2 1.0
C 13.41068 17.74011 13.03114 -0.3 -0.5 0.7
C 12.58004 18.00222 14.13740 0.3 0.8 -0.6
C 11.61766 17.06272 14.44017 -0.2 0.0 0.8
N 11.43014 15.93786 13.78490 0.0 -0.3 -1.7
H 8.79377 13.49458 11.88447 0.4 -1.2 1.1
H 9.38054 15.70668 12.24351 0.4 0.0 0.0
H 8.91377 15.96754 10.56264 -0.1 -0.5 0.6
H 11.05800 15.79368 10.09254 0.1 0.4 0.2
H 10.66236 14.15148 9.99427 -0.2 -1.0 -0.6
H 12.65500 14.26446 11.20573 -0.1 -0.2 0.4
H 11.37527 13.72484 12.34071 0.3 0.3 0.0
H 13.87334 16.32454 11.49355 0.0 -0.1 -0.5
H 14.27357 18.35246 12.81185 -0.1 0.3 -0.1
H 12.59275 18.92713 14.74789 0.4 -0.7 -0.6
H 10.95389 17.19754 15.29090 0.1 0.0 0.1
N 8.78875 7.51307 5.75322 0.3 0.4 0.4
C 8.98099 8.06500 6.74964 -0.6 -0.4 0.5
C 9.07897 8.71260 8.05856 -0.1 0.3 -0.4
C 9.73723 8.07638 9.13184 -0.8 -0.1 -2.0
C 9.98484 8.73735 10.29020 1.3 -0.7 0.9
C 9.55184 10.06238 10.40015 -0.5 1.1 0.4
C 8.85095 10.73028 9.35522 0.2 -1.7 -0.3
C 8.56626 10.02137 8.17154 1.4 -0.5 0.7
C 9.80110 10.80482 11.67812 0.7 0.1 0.4
C 8.73397 11.11032 12.50089 -0.8 0.7 0.3
C 7.40128 10.60745 12.41851 -0.2 0.0 0.1
C 6.70466 11.10639 13.47555 -1.7 0.2 1.3
C 7.58820 12.04859 14.13402 0.1 -1.2 -0.3
N 8.77080 12.01079 13.57550 1.1 0.6 0.1
C 11.15446 11.10184 12.00071 -0.7 -0.3 -0.8
C 12.22480 11.18923 11.04411 0.5 0.4 1.6
C 13.31212 11.58406 11.83898 -0.3 -0.6 -1.3
C 12.86997 11.60743 13.16700 -0.8 0.4 -1.3
N 11.56196 11.37918 13.28793 0.8 -0.3 -0.5
H 10.02797 7.05256 8.99253 0.3 -0.3 0.0
H 10.64928 8.11750 11.00418 -1.4 1.8 -0.5
H 8.55832 11.76633 9.42837 0.0 0.1 0.4
H 8.10141 10.44494 7.29379 -0.1 0.3 0.2
H 7.02547 10.00334 11.63534 -0.2 -0.8 -0.4
H 5.67438 10.83359 13.87045 1.4 0.5 -1.0
H 7.40574 12.67235 15.01233 -0.1 -0.2 -0.3
H 12.21115 11.03200 9.97247 -0.2 0.0 0.2
H 14.29732 11.83508 11.48322 0.2 -0.1 0.0
H 13.50954 11.91186 13.93380 0.6 0.2 1.6
C 15.81690 12.36860 20.02540 0.8 -0.1 -0.1
Si 14.70064 10.92454 20.49306 0.0 0.5 -1.0
C 15.78953 9.43769 20.11598 -0.6 -0.1 -1.3
C 14.31192 11.08957 22.33463 -2.8 0.0 -2.6
C 13.16553 10.99476 19.47226 1.1 -0.4 0.8
C 12.32612 10.79348 18.58351 -0.3 0.2 -0.2
H 16.74697 12.35044 20.63197 -0.2 -0.3 -0.5
H 15.42018 13.34497 20.25267 -0.5 0.4 -0.2
H 16.04817 12.30074 18.93106 0.0 0.1 0.9
H 16.78728 9.45059 20.51666 0.3 0.1 0.7
H 15.96850 9.29383 19.01816 -0.6 0.2 0.8
H 15.20062 8.60038 20.47444 0.3 -0.6 0.0
H 15.08643 11.11428 23.00902 1.7 -0.2 1.7
H 13.44892 10.43082 22.53850 0.7 0.0 0.4
H 13.83823 12.06994 22.24575 0.0 0.4 0.5
```
Forces are in eV/Å.

Strongest force on any atom (eV Å⁻¹): 3.8
Net charge: -1
ΔE to the lowest compared entry with this formula, charge and spin (kJ/mol): 70.4
E_LUMO (eV): 1.850
Gap between HOMO and LUMO (eV): 6.393